w | Entry from OMol25: a cluster of 2 separate species, C4H10N2O3 in total (ωB97M-V with the def2-TZVPD basis set).

The value obtained for the lowest unoccupied orbital energy is 0.029 eV. The calculation puts the highest occupied orbital energy at -6.84 eV. The molecular weight comes out at 134.14 g mol⁻¹. The frontier orbital gap comes out at 6.872 eV. As for the spin multiplicity: 1.

Structure (XYZ):
```
19
Properties=species:S:1:pos:R:3:nbo_charge:R:1
C -1.6620 -0.0204 -0.0167 -0.089
C -0.8192 -1.0169 0.7776 -0.256
N 0.6308 -0.8536 0.5309 -0.682
O -1.4914 -0.1668 -1.4203 -0.726
H -2.0287 -0.8958 -1.7485 0.482
H 0.9118 -0.6515 -0.6207 0.347
H 1.1416 -1.6810 0.8429 0.416
H -2.7099 -0.1467 0.2749 0.187
H -1.3637 1.0015 0.2142 0.198
H -1.0902 -2.0389 0.5077 0.217
H -1.0135 -0.8936 1.8460 0.209
C 1.6454 0.6892 -1.4070 0.389
C 1.3013 0.4177 1.0541 0.280
O 0.8164 1.4594 -2.1887 -0.748
N 0.8142 1.2141 1.9030 -0.602
O 2.8338 0.8825 -1.4482 -0.672
H -0.0960 1.1769 -2.0254 0.485
H -0.1841 1.1465 2.0733 0.335
H 2.3635 0.3776 0.8511 0.230
```

x | Entry from OMol25: a cluster of 2 separate species, C4H10N2O3 in total (ωB97M-V with the def2-TZVPD basis set).

The value obtained for the lowest unoccupied orbital energy is 0.672 eV. The calculation puts the highest occupied orbital energy at -8.86 eV. The molecular weight comes out at 134.14 g mol⁻¹. The SMILES is NC(=O)N(O)O.C=CC. The frontier orbital gap comes out at 9.530 eV. As for the spin multiplicity: 1.

Structure (XYZ):
```
19
Properties=species:S:1:pos:R:3:nbo_charge:R:1
C -0.6101 1.1426 -1.8176 -0.655
C -0.2135 -0.2436 -1.4099 -0.122
C 0.7713 -0.9231 -2.0083 -0.500
H -1.0132 -0.7845 -0.8406 0.193
H -0.6477 1.7971 -0.9472 0.225
H 0.1120 1.5546 -2.5191 0.209
H -1.5994 1.1517 -2.2744 0.217
H 0.9635 -1.9634 -1.8035 0.198
H 1.4439 -0.4401 -2.7016 0.197
N 0.4999 0.0576 0.9630 0.052
C -0.3086 -0.8247 1.8055 0.740
N -1.2617 -0.1602 2.5147 -0.832
O 1.7815 -0.4251 0.7536 -0.555
O 0.4927 1.4191 1.2698 -0.568
O 0.0352 -1.9672 1.9853 -0.600
H 1.6675 -1.0826 0.0295 0.502
H 1.3181 1.6817 1.7117 0.479
H -1.8439 -0.7188 3.1157 0.410
H -1.5873 0.7287 2.1735 0.410
```

Name the least stable of them. x.

w | Entry from OMol25: a cluster of 10 separate species, C30H90O40P10 in total (ωB97M-V with the def2-TZVPD basis set).

The value obtained for the lowest unoccupied orbital energy is 0.209 eV. The calculation puts the highest occupied orbital energy at -10.24 eV. The molecular weight comes out at 1400.75 g mol⁻¹. The SMILES is COP(=O)(OC)OC.COP(=O)(OC)OC.COP(=O)(OC)OC.COP(=O)(OC)OC.COP(=O)(OC)OC.COP(=O)(OC)OC.COP(=O)(OC)OC.COP(=O)(OC)OC.COP(=O)(OC)OC.COP(=O)(OC)OC. The frontier orbital gap comes out at 10.445 eV. As for the spin multiplicity: 1.

Structure (XYZ):
```
170
Properties=species:S:1:pos:R:3:mulliken_charge:R:1
C 12.4216 -18.8313 2.8773 -0.797
O 13.5468 -19.6033 3.3318 -0.354
P 13.7187 -19.8180 4.8905 0.299
O 12.6523 -20.5610 5.5304 -0.742
O 15.1454 -20.4847 4.9786 -0.435
C 15.3048 -21.8554 4.6049 -0.647
O 13.9426 -18.3728 5.4759 0.511
C 15.2008 -17.7071 5.4318 -0.348
H 11.6113 -18.8825 3.6050 0.372
H 12.0898 -19.2755 1.9406 0.330
H 12.7304 -17.8044 2.6858 0.321
H 16.0226 -21.9262 3.7848 0.326
H 14.3637 -22.3034 4.2921 0.259
H 15.7465 -22.4172 5.4276 0.191
H 15.6934 -17.7332 6.4095 -0.278
H 15.0436 -16.6551 5.1991 0.190
H 15.9055 -18.1473 4.7283 0.504
C 12.2082 -20.6521 11.6755 -0.227
O 11.0483 -19.8910 12.0507 -0.276
P 11.0848 -19.1033 13.4245 1.001
O 11.5698 -19.8612 14.5700 -0.753
O 9.6069 -18.5727 13.5433 -0.324
C 8.5448 -19.4996 13.7949 -0.709
O 11.9022 -17.7892 13.1303 -0.316
C 11.7321 -17.0703 11.9109 -0.376
H 12.2311 -21.5973 12.2178 0.434
H 13.1280 -20.1114 11.9009 0.042
H 12.1564 -20.8557 10.6101 0.061
H 7.9497 -19.6198 12.8922 0.241
H 7.9113 -19.0593 14.5646 0.244
H 8.9255 -20.4476 14.1703 0.351
H 11.5401 -16.0149 12.0851 0.294
H 10.9581 -17.4908 11.2714 0.491
H 12.6502 -17.1690 11.3285 -0.132
C 16.4258 -13.3614 11.6332 -0.360
O 17.6609 -14.0900 11.7343 -0.445
P 18.3771 -14.6019 10.4260 0.307
O 19.5796 -15.3990 10.6467 -0.803
O 18.5783 -13.3423 9.5020 -0.057
C 19.7095 -12.4598 9.6573 -0.879
O 17.1795 -15.3314 9.7058 1.050
C 17.3474 -15.9793 8.4494 -0.262
H 15.9843 -13.4135 10.6406 -0.054
H 16.6131 -12.3226 11.9002 0.340
H 15.7090 -13.7759 12.3408 0.319
H 19.3648 -11.5378 10.1166 0.269
H 20.1129 -12.2910 8.6648 0.228
H 20.4614 -12.9354 10.2870 0.417
H 16.5852 -15.6846 7.7308 -0.068
H 17.3654 -17.0568 8.5789 -0.597
H 18.3125 -15.6967 8.0154 0.661
C 17.3117 -20.5766 8.0594 -0.810
O 16.6614 -19.4953 8.6937 0.343
P 16.3102 -19.5426 10.2298 -0.108
O 15.2995 -20.5083 10.6275 -0.733
O 17.7068 -19.7844 10.9424 -0.268
C 18.9103 -19.1365 10.5079 -0.555
O 15.9351 -18.0628 10.5788 1.102
C 15.5819 -17.7195 11.9288 -0.966
H 18.3300 -20.3079 7.7758 0.310
H 16.7613 -20.8866 7.1712 -0.096
H 17.3883 -21.4738 8.6835 0.446
H 19.4793 -19.8244 9.8813 0.262
H 19.4845 -18.9323 11.4063 0.293
H 18.7280 -18.2168 9.9556 0.138
H 14.7703 -17.0000 11.8916 0.073
H 16.4520 -17.2970 12.4281 0.227
H 15.2544 -18.6095 12.4681 0.465
C 12.5540 -26.1491 9.2895 -0.768
O 13.2512 -24.9882 8.8596 -0.264
P 13.5215 -24.7768 7.3286 1.016
O 14.0153 -25.9360 6.5981 -0.768
O 12.1111 -24.2178 6.8271 -0.262
C 12.0171 -23.9119 5.4255 -0.421
O 14.4685 -23.5230 7.2942 -0.307
C 14.0654 -22.3076 7.9618 -0.337
H 13.2071 -26.8166 9.8544 0.270
H 12.1492 -26.7406 8.4676 0.324
H 11.7404 -25.8575 9.9528 0.280
H 12.1784 -22.8447 5.2768 -0.023
H 11.0159 -24.1998 5.1004 0.309
H 12.6842 -24.5356 4.8279 0.353
H 14.8406 -22.0620 8.6878 0.101
H 14.0408 -21.5018 7.2300 -0.178
H 13.1227 -22.4148 8.4904 0.738
C 11.6984 -12.2933 0.7586 -0.552
O 11.0342 -13.5545 0.6578 -0.420
P 10.8211 -14.4452 1.9342 1.222
O 12.0151 -14.9415 2.5990 -0.653
O 9.8913 -13.5966 2.8849 -0.058
C 8.6218 -13.1430 2.4375 -0.584
O 9.8469 -15.5531 1.3840 -0.425
C 10.3268 -16.8667 1.0587 -0.757
H 12.3629 -12.1667 -0.0969 0.355
H 12.4070 -12.2209 1.5887 0.147
H 10.9725 -11.4870 0.8077 0.225
H 8.4745 -13.2390 1.3605 0.380
H 8.4865 -12.1068 2.7387 -0.039
H 7.8176 -13.7264 2.8939 0.276
H 10.0062 -17.5308 1.8605 0.251
H 11.4062 -16.9196 0.9449 0.324
H 9.8499 -17.1646 0.1282 0.350
C 9.0797 -9.4359 3.3042 -0.873
O 10.1244 -10.4082 3.4588 0.015
P 11.6109 -9.9014 3.7071 0.553
O 12.2307 -9.2218 2.5755 -0.853
O 11.4635 -9.0336 5.0348 0.047
C 11.8248 -7.6485 5.0643 -0.982
O 12.3436 -11.2187 4.1289 -0.144
C 11.9076 -12.0407 5.2251 0.455
H 9.4031 -8.4378 3.5995 0.329
H 8.2667 -9.7384 3.9611 0.278
H 8.7638 -9.4194 2.2643 0.262
H 12.4556 -7.3543 4.2296 0.421
H 12.3593 -7.4741 5.9987 0.239
H 10.9210 -7.0387 5.0950 0.347
H 12.6347 -12.0373 6.0398 0.058
H 11.8565 -13.0554 4.8365 -0.474
H 10.9470 -11.7372 5.6356 0.311
C 13.0363 -18.5710 8.5341 0.495
O 12.0831 -17.5464 8.8733 -0.475
P 11.9978 -16.2863 7.9365 0.225
O 11.0689 -15.2597 8.4005 -0.819
O 13.4960 -15.7800 7.7565 0.151
C 14.0404 -14.9387 8.7628 0.939
O 11.7193 -16.9535 6.5524 -0.025
C 11.4236 -16.1792 5.3749 -0.305
H 13.5828 -18.8710 9.4314 -0.208
H 13.8027 -18.2125 7.8512 -0.323
H 12.4961 -19.4349 8.1565 0.365
H 14.7206 -15.4744 9.4343 -0.423
H 13.2818 -14.4459 9.3700 0.668
H 14.6904 -14.1762 8.3287 -0.710
H 12.1531 -16.4617 4.6193 0.166
H 11.4513 -15.1156 5.5829 0.064
H 10.4630 -16.5168 4.9876 0.264
C 11.4133 -9.8936 8.2824 -0.370
O 11.6801 -10.8164 9.3566 -0.354
P 13.1466 -10.9376 9.9385 0.363
O 14.2094 -11.0242 8.9438 0.247
O 13.3213 -9.7859 11.0127 -0.378
C 13.5909 -8.4507 10.5615 -0.514
O 13.0512 -12.2119 10.8379 -0.246
C 12.0472 -12.4269 11.8309 -0.737
H 10.7868 -10.4390 7.5849 0.255
H 12.3319 -9.5858 7.7823 -0.012
H 10.8892 -9.0186 8.6637 0.361
H 12.7262 -7.8186 10.7508 0.265
H 13.8485 -8.4435 9.5016 0.117
H 14.4511 -8.0978 11.1249 0.285
H 11.4559 -13.2952 11.5485 0.219
H 11.3656 -11.5770 11.9097 0.282
H 12.5070 -12.5601 12.8072 0.285
C 14.9915 -9.4388 6.3700 -0.335
O 16.0436 -9.4297 5.4064 -0.365
P 17.3744 -10.1985 5.7712 0.823
O 18.0315 -9.7606 7.0046 -0.645
O 18.1956 -10.0718 4.4555 -0.283
C 18.8473 -8.8590 4.1100 -0.730
O 16.9827 -11.7205 5.7174 -0.368
C 16.6091 -12.4511 6.8865 -0.062
H 14.2642 -10.2014 6.0993 -0.088
H 14.4791 -8.4717 6.3472 0.150
H 15.3898 -9.5064 7.3812 0.511
H 19.9197 -9.0345 4.0396 0.265
H 18.6625 -8.0698 4.8399 0.334
H 18.4921 -8.5201 3.1372 0.272
H 17.2031 -13.3640 6.9146 0.143
H 15.5502 -12.6970 6.8388 -0.147
H 16.8356 -11.8722 7.7810 0.377
```

x | Entry from OMol25: a cluster of 10 separate species, C30H90O40P10 in total (ωB97M-V with the def2-TZVPD basis set).

The value obtained for the lowest unoccupied orbital energy is 0.278 eV. The calculation puts the highest occupied orbital energy at -10.42 eV. The molecular weight comes out at 1400.75 g mol⁻¹. The SMILES is COP(=O)(OC)OC.COP(=O)(OC)OC.COP(=O)(OC)OC.COP(=O)(OC)OC.COP(=O)(OC)OC.COP(=O)(OC)OC.COP(=O)(OC)OC.COP(=O)(OC)OC.COP(=O)(OC)OC.COP(=O)(OC)OC. The frontier orbital gap comes out at 10.699 eV. As for the spin multiplicity: 1.

Structure (XYZ):
```
170
Properties=species:S:1:pos:R:3:mulliken_charge:R:1
C -6.9578 3.2907 2.8071 -0.196
O -6.3703 4.0322 3.8743 -0.364
P -5.2587 5.1146 3.5825 1.002
O -5.4545 5.9208 2.3877 -0.677
O -5.1609 5.8724 4.9401 -0.332
C -6.3362 6.4312 5.5073 -0.672
O -3.9104 4.2847 3.6456 -0.226
C -3.4790 3.7202 2.4122 -0.283
H -6.8797 3.7366 1.8183 -0.065
H -8.0076 3.0603 2.9910 0.352
H -6.4477 2.3217 2.7562 0.143
H -7.2337 5.9485 5.1336 0.336
H -6.2780 7.5077 5.3685 0.259
H -6.3295 6.2649 6.5886 0.230
H -2.4285 3.9686 2.2632 0.320
H -3.9858 4.0799 1.5084 0.015
H -3.6255 2.6388 2.3256 0.159
C -0.2552 -1.3669 0.9977 1.344
O -0.4124 -0.0916 0.3567 0.437
P -0.8166 0.0234 -1.1664 -0.514
O -1.5091 -1.1358 -1.7085 -0.750
O 0.5499 0.3963 -1.8535 -0.036
C 1.5843 -0.5896 -1.9554 0.618
O -1.6195 1.3597 -1.2564 0.415
C -0.9890 2.5974 -0.8729 -0.483
H -0.0337 -2.1435 0.2591 -0.044
H -1.1479 -1.5933 1.5648 -0.414
H 0.6327 -1.3108 1.6267 -0.431
H 1.2582 -1.6297 -1.8763 0.003
H 2.2968 -0.4309 -1.1389 -0.022
H 2.0912 -0.4336 -2.9008 -0.511
H -0.0475 2.4573 -0.3473 0.241
H -1.7122 3.0974 -0.2292 -0.152
H -0.7959 3.2444 -1.7283 0.291
C 3.4837 1.1078 1.2858 -0.617
O 3.5165 -0.3439 1.1046 1.057
P 4.8100 -1.0800 0.5958 0.166
O 6.0612 -0.5833 1.1596 -0.813
O 4.4699 -2.5867 0.8737 -0.350
C 3.1689 -3.0844 0.5299 1.327
O 4.6856 -0.8899 -0.9726 -0.233
C 5.7562 -1.2500 -1.8169 -0.773
H 2.9153 1.3259 2.1842 -0.031
H 3.0229 1.5994 0.4137 0.170
H 4.4915 1.5298 1.3577 0.409
H 2.6516 -3.3241 1.4516 -0.328
H 3.2858 -4.0294 -0.0030 -0.200
H 2.5948 -2.4257 -0.1146 -0.356
H 5.5262 -2.1620 -2.3752 0.279
H 6.6723 -1.3948 -1.2437 0.365
H 5.9245 -0.4723 -2.5613 0.126
C 0.0889 1.5679 3.7251 0.064
O 0.1349 2.6919 4.5967 -0.111
P 1.4585 2.9807 5.4139 0.855
O 2.6831 2.7752 4.6575 -0.669
O 1.2377 4.4195 5.9595 -0.398
C 0.1777 4.7039 6.8914 -0.640
O 1.2724 2.1040 6.7076 -0.343
C 1.5411 0.7210 6.5882 -0.360
H 0.8996 0.8555 3.9113 -0.274
H 0.0600 1.8851 2.6909 0.366
H -0.8238 0.9898 3.9234 0.159
H -0.0939 3.8614 7.5205 0.305
H -0.6985 5.0323 6.3243 0.241
H 0.4925 5.5337 7.5194 0.240
H 1.7628 0.3084 7.5688 0.374
H 2.4536 0.5638 5.9982 0.251
H 0.7272 0.2031 6.0881 -0.003
C -1.2682 -0.1963 -4.8154 -0.602
O -0.0300 0.1687 -5.4094 0.220
P 0.1106 0.3170 -6.9554 0.321
O -0.2357 -0.8486 -7.7607 -0.762
O -0.7297 1.6247 -7.2392 -0.305
C -0.4769 2.3895 -8.4017 -0.744
O 1.6156 0.7858 -7.0488 0.140
C 2.5190 0.0919 -7.9544 -0.834
H -1.1624 -1.1153 -4.2481 0.237
H -2.0640 -0.3407 -5.5527 0.465
H -1.6035 0.5788 -4.1244 0.070
H -1.4277 2.7650 -8.7839 0.288
H -0.0089 1.8544 -9.2309 0.339
H 0.1349 3.2570 -8.1447 0.247
H 2.8578 0.7992 -8.7059 0.264
H 2.0711 -0.7979 -8.3927 0.451
H 3.3637 -0.2694 -7.3627 0.205
C -4.1972 -0.7835 2.3528 -0.915
O -3.3873 -1.9130 1.9123 0.052
P -4.0596 -3.3386 1.7297 0.844
O -5.4787 -3.3019 1.4887 -0.794
O -3.1487 -3.9558 0.6035 -0.231
C -3.3608 -3.4184 -0.6970 -0.610
O -3.5865 -4.1378 2.9940 -0.466
C -2.2124 -4.5331 3.1731 -0.311
H -5.2398 -1.0615 2.4908 0.518
H -4.1162 -0.0240 1.5732 0.219
H -3.8153 -0.3738 3.2883 0.299
H -3.6118 -2.3561 -0.6718 0.163
H -4.1691 -3.9434 -1.2115 0.391
H -2.4666 -3.5184 -1.3081 0.183
H -1.9554 -4.4221 4.2311 0.264
H -1.5271 -3.9548 2.5571 -0.080
H -2.1057 -5.6117 3.0155 0.384
C -5.0192 0.6962 -2.8522 -0.215
O -5.9153 1.6663 -2.2995 -0.399
P -5.4254 2.7645 -1.2945 0.486
O -5.3751 2.3347 0.0995 -0.250
O -4.0586 3.2970 -1.8746 0.331
C -3.9379 3.9289 -3.1361 -0.850
O -6.4555 3.9348 -1.5527 -0.421
C -6.2746 5.1616 -0.7946 -0.713
H -5.3800 -0.2808 -2.5617 0.351
H -3.9664 0.8691 -2.5902 -0.207
H -4.9773 0.7864 -3.9485 0.287
H -4.8945 4.0918 -3.6424 0.406
H -3.2810 3.3107 -3.7474 0.193
H -3.5114 4.9310 -3.0424 0.275
H -6.5174 6.0129 -1.4328 0.376
H -5.2512 5.3071 -0.4287 0.260
H -6.9209 5.2022 0.0832 0.230
C 4.2793 -2.3468 4.9327 -0.669
O 3.0343 -3.0830 5.0150 -0.429
P 1.7631 -2.5404 4.2857 -0.455
O 1.9270 -1.2989 3.5528 0.087
O 1.3281 -3.7593 3.3951 0.674
C 1.1859 -5.0730 3.9461 -0.950
O 0.7110 -2.5435 5.4581 -0.416
C -0.6140 -2.0800 5.1860 -0.412
H 5.0184 -2.9947 4.4481 0.267
H 4.6704 -2.1764 5.9402 0.267
H 4.2102 -1.4019 4.4010 0.227
H 0.7482 -5.7339 3.2060 0.206
H 0.6183 -5.0777 4.8814 0.437
H 2.1695 -5.4946 4.1920 0.179
H -0.7909 -1.0873 5.5823 0.259
H -1.2831 -2.8334 5.5971 0.373
H -0.8370 -2.0567 4.1103 -0.023
C 4.0170 4.2516 -6.9184 -0.613
O 5.1885 3.4447 -6.8465 -0.308
P 5.5435 2.6342 -5.5321 0.934
O 5.6174 3.4579 -4.3300 -0.695
O 4.4820 1.4669 -5.4434 -0.014
C 3.3986 1.5905 -4.5575 -0.811
O 6.8204 1.8402 -5.9575 -0.315
C 7.8403 2.5369 -6.6330 -0.714
H 3.5427 4.0610 -7.8768 0.229
H 4.2994 5.3095 -6.8761 0.319
H 3.3235 4.1192 -6.0891 0.237
H 2.6240 2.2777 -4.9366 0.232
H 3.6124 1.9397 -3.5470 0.578
H 2.8179 0.6679 -4.4979 -0.001
H 8.8128 2.3411 -6.1842 0.261
H 7.7046 3.6174 -6.6360 0.352
H 7.8875 2.1885 -7.6649 0.262
C 3.2091 -7.0207 -1.3222 -0.637
O 1.9665 -7.3439 -0.6963 -0.302
P 1.5299 -6.8268 0.7470 0.517
O 0.5093 -7.6705 1.3438 -0.822
O 1.0886 -5.3413 0.4236 0.508
C 0.0965 -5.1718 -0.5792 -0.428
O 2.8342 -6.6750 1.6029 -0.036
C 3.3109 -7.8469 2.3135 -0.862
H 3.9121 -7.8569 -1.3290 0.308
H 3.7350 -6.1933 -0.8198 0.175
H 3.0256 -6.6915 -2.3463 0.316
H 0.4908 -4.5940 -1.4093 0.240
H -0.7308 -4.6364 -0.1107 -0.189
H -0.3307 -6.1177 -0.9084 0.474
H 2.9351 -7.7760 3.3307 0.263
H 4.3931 -7.8399 2.2833 0.271
H 2.9466 -8.7683 1.8634 0.358
```

Name the least stable of them. x.